Molecular formula: C3HN5
Method: DFT, ωB97M-V with the def2-TZVPD basis set

Atoms and positions in Å:
N -2.55715 -1.32466 0.17011
C -1.68547 -0.60578 0.01394
C -0.71716 0.44275 -0.08245
N 0.65056 -0.17174 -0.53497
C 2.00060 -0.44591 -0.01143
N 1.22914 -1.40253 0.11591
N -0.85280 1.64869 0.70496
N -0.94782 1.76102 -0.51640
H 2.88010 0.09816 0.14033

Atoms 1-3, force components in eV/Å:
N -0.496 -0.743 0.047
C -0.198 0.858 -0.134
C 3.985 -2.271 1.026

## Properties
- energy relative to the best compared isomer or geometry (same formula, charge and spin) (kcal/mol) = 80.5
- total energy (eV) = -10570.3715
- Kohn-Sham gap (eV) = 8.92
- E_HOMO (eV) = -9.40
- lowest unoccupied orbital energy (eV) = -0.49
- structure (SMILES) = N#CC1(N2C=N2)N=N1

=====

Molecular formula: C3HNO2
Method: DFT, ωB97M-V with the def2-TZVPD basis set

Atoms and positions in Å:
O -1.90766 -1.18732 -0.39977
C -1.54547 -0.10439 -0.10319
C 0.65558 -0.25507 0.44043
O -0.21122 0.33463 -0.34432
C 1.99434 0.16960 0.08773
N 3.13908 0.33260 -0.02438
H -2.12466 0.70994 0.34350

Atoms 1-3, force components in eV/Å:
O 0.249 0.721 0.172
C -0.473 -0.612 -0.109
C -0.010 0.117 -0.227

## Properties
- energy relative to the best compared isomer or geometry (same formula, charge and spin) (kcal/mol) = 47.1
- total energy (eV) = -8708.3014
- Kohn-Sham gap (eV) = 8.94
- E_HOMO (eV) = -10.30
- lowest unoccupied orbital energy (eV) = -1.36

=====

Molecular formula: C3HNO2
Method: DFT, ωB97M-V with the def2-TZVPD basis set

Atoms and positions in Å:
N -0.16736 0.41698 -2.69437
C -0.08570 0.23871 -1.55355
C -0.34077 -0.15673 -0.14646
O -1.37902 -0.74197 0.02995
C 0.50758 0.05883 1.14281
O 1.59574 0.54207 1.27069
H -0.13046 -0.35788 1.95091

Atoms 1-3, force components in eV/Å:
N 0.388 -0.032 1.192
C 0.052 0.158 -0.665
C -0.476 -0.226 -0.267

## Properties
- energy relative to the best compared isomer or geometry (same formula, charge and spin) (kcal/mol) = 6.4
- total energy (eV) = -8710.0669
- Kohn-Sham gap (eV) = 9.45
- E_HOMO (eV) = -11.28
- lowest unoccupied orbital energy (eV) = -1.83
- structure (SMILES) = N#CC(=O)C=O

=====

Molecular formula: C3HNO2
Method: DFT, ωB97M-V with the def2-TZVPD basis set

Atoms and positions in Å:
N 2.62318 -0.51767 -0.06817
C 1.52255 0.05569 0.17359
C 0.09542 0.31463 -0.01771
O -0.41036 1.41621 -0.04961
C -1.10751 -0.84697 -0.10125
O -2.16538 -0.35918 0.06612
H -0.81907 -1.97262 0.01730

Atoms 1-3, force components in eV/Å:
N -8.432 4.646 2.175
C 8.195 -5.190 -2.560
C -2.517 1.322 -0.099

## Properties
- energy relative to the best compared isomer or geometry (same formula, charge and spin) (kcal/mol) = 33.0
- total energy (eV) = -8708.9159
- Kohn-Sham gap (eV) = 9.16
- E_HOMO (eV) = -10.82
- lowest unoccupied orbital energy (eV) = -1.66
- structure (SMILES) = N#CC(=O)C=O

=====

Molecular formula: C3HNO2
Method: DFT, ωB97M-V with the def2-TZVPD basis set

Atoms and positions in Å:
O 2.29737 1.34506 -0.04336
C 1.92210 0.27101 0.23994
C 1.03285 -0.74404 -0.06865
O 0.56108 -1.74845 0.29597
C -2.03197 0.23979 -0.11397
N -1.51247 0.51900 0.84496
H -2.26896 0.11762 -1.15490

Atoms 1-3, force components in eV/Å:
O -0.254 -0.485 -0.179
C 1.247 1.308 0.892
C -1.210 -0.804 -0.834

## Properties
- energy relative to the best compared isomer or geometry (same formula, charge and spin) (kcal/mol) = 50.5
- total energy (eV) = -8708.1565
- Kohn-Sham gap (alpha / beta) (eV) = 7.44 / 7.44
- E_HOMO (alpha / beta) (eV) = -8.80 / -8.80
- lowest unoccupied orbital energy (alpha / beta) (eV) = -1.36 / -1.36
- structure (SMILES) = O=C=C=O.C#N

=====

Molecular formula: C3HNO2S
Method: DFT, ωB97M-V with the def2-TZVPD basis set

Atoms and positions in Å:
N 3.28228 -0.54226 0.02144
C 2.16311 -0.80528 -0.11700
S 0.54932 -1.19997 -0.50495
C -0.15349 0.39912 -0.00674
O 0.41269 1.35196 0.52210
C -1.67760 0.22063 0.03004
O -2.37506 0.38204 -0.93789
H -2.20125 0.19376 0.99301

Atoms 1-3, force components in eV/Å:
N -0.982 -0.263 0.077
C 0.841 0.030 -0.336
S 0.669 0.835 0.089

## Properties
- energy relative to the best compared isomer or geometry (same formula, charge and spin) (kcal/mol) = 24.7
- total energy (eV) = -19545.3823
- Kohn-Sham gap (eV) = 9.79
- E_HOMO (eV) = -10.70
- lowest unoccupied orbital energy (eV) = -0.91
- structure (SMILES) = N#CSC(=O)C=O

=====

Molecular formula: C3HNO3
Method: DFT, ωB97M-V with the def2-TZVPD basis set

Atoms and positions in Å:
N 1.75547 -1.03198 0.33591
C 1.93067 0.23671 0.30842
C 2.49920 1.37946 -0.11963
O 2.84222 2.51299 -0.21219
H 2.20163 -1.70074 -0.26158
O -3.63315 -0.81534 -1.10866
C -3.76628 -0.43062 -0.03322
O -3.82976 -0.15048 1.09094

Atoms 1-3, force components in eV/Å:
N -0.805 3.073 1.314
C 0.348 -1.909 -0.620
C 0.562 0.587 -0.123

## Properties
- energy relative to the best compared isomer or geometry (same formula, charge and spin) (kcal/mol) = 39.8
- total energy (eV) = -10757.0412
- Kohn-Sham gap (eV) = 7.28
- E_HOMO (eV) = -8.72
- lowest unoccupied orbital energy (eV) = -1.44
- structure (SMILES) = N=C=C=O.O=C=O

=====

Molecular formula: C3HNO3
Method: DFT, ωB97M-V with the def2-TZVPD basis set

Atoms and positions in Å:
C 1.41235 -1.39166 0.00476
C 0.77056 -1.11094 -1.24121
C -2.83135 0.60034 0.28107
N 0.06655 -1.14745 -0.00982
O 2.34756 -1.62496 0.69711
O 0.78737 -1.02359 -2.45640
O -2.61480 1.68808 0.46341
H -0.81442 -1.23414 0.52699

Atoms 1-3, force components in eV/Å:
C 1.504 0.134 0.757
C 0.521 -0.104 -3.281
C 0.090 0.133 0.052

## Properties
- energy relative to the best compared isomer or geometry (same formula, charge and spin) (kcal/mol) = 34.6
- total energy (eV) = -10757.2685
- Kohn-Sham gap (eV) = 10.76
- E_HOMO (eV) = -10.41
- lowest unoccupied orbital energy (eV) = 0.35